Record 1
{"formula": "H18O9", "method": "the ωB97M-V functional and the def2-TZVPD basis", "species": ["O", "H", "H", "O", "H", "H", "O", "H", "H", "O", "H", "H", "O", "H", "H", "O", "H", "H", "O", "H", "H", "O", "H", "H", "O", "H", "H"], "xyz": [[1.09688, 2.01640, 2.05852], [0.50737, 1.66837, 1.46119], [0.74297, 1.52564, 2.79265], [0.94065, -0.27934, -0.03860], [-0.02617, -0.30267, -0.09275], [1.35833, -0.66923, -0.80462], [3.09226, 1.15313, -0.95589], [2.27205, 0.77494, -0.68280], [2.90305, 1.93792, -1.47460], [4.13704, -0.44088, -2.87773], [3.76987, -0.04969, -2.11178], [5.07348, -0.19416, -2.82462], [-2.69872, -1.19915, 1.93935], [-2.25890, -1.59876, 1.13940], [-3.57667, -1.42890, 1.67616], [1.30604, -2.17422, -2.15264], [0.57963, -1.74963, -2.65431], [0.70474, -2.47126, -1.44789], [-1.32433, 1.03020, 2.52337], [-1.76227, 0.23045, 2.29203], [-2.01551, 1.66530, 2.80090], [-3.18379, 1.62441, 0.09379], [-2.47332, 1.21222, 0.57961], [-3.99100, 1.58673, 0.62806], [-1.55291, -1.09278, -0.35954], [-2.21531, -0.77749, -0.91787], [-1.40545, -1.99755, -0.58938]], "homo_lumo_gap_ev": 9.502, "total_charge": 0, "relative_energy_kcal_mol": 75.2, "largest_force_ha_per_bohr": 0.0695}

---

Record 2
{"formula": "C23H55ClN5O9S", "method": "the ωB97M-V functional and the def2-TZVPD basis", "species": ["C", "C", "O", "N", "C", "N", "C", "N", "C", "C", "C", "O", "N", "C", "S", "O", "O", "N", "Cl", "H", "H", "H", "H", "H", "H", "H", "H", "H", "H", "H", "H", "H", "H", "H", "C", "C", "C", "O", "H", "H", "H", "H", "H", "H", "H", "H", "C", "C", "C", "O", "H", "H", "H", "H", "H", "H", "H", "H", "C", "C", "C", "O", "H", "H", "H", "H", "H", "H", "H", "H", "C", "C", "C", "O", "H", "H", "H", "H", "H", "H", "H", "H", "C", "C", "C", "O", "H", "H", "H", "H", "H", "H", "H", "H"], "xyz": [[2.87763, -2.93441, 0.80143], [1.46943, -3.68160, 0.63762], [0.94753, -3.64520, -0.75421], [-0.21430, -4.35943, -0.67858], [-1.39570, -3.86038, -0.30211], [-2.51275, -4.79406, -0.24148], [-3.55819, -3.89191, 0.23627], [-4.89664, -4.41892, 0.49560], [-5.23498, -5.58097, -0.39919], [-4.98719, -4.96801, 1.88933], [-3.81493, -5.73128, 2.65955], [-6.08796, -4.84935, 2.48898], [-3.03911, -2.54538, 0.37878], [-3.86247, -1.38713, 0.86498], [-4.18682, -1.73244, 2.69692], [-5.66698, -1.89515, 2.86123], [-3.60016, -0.66282, 3.57027], [-1.69544, -2.49707, 0.05620], [-0.71129, -1.10411, 0.10219], [2.74145, -2.10190, 1.59013], [3.28034, -2.44883, -0.14602], [3.60099, -3.69198, 1.27552], [0.73813, -3.21116, 1.38862], [1.54029, -4.80762, 0.89171], [-0.15714, -5.36932, -0.91892], [-5.26257, -5.27869, -1.49911], [-4.51100, -6.45948, -0.19526], [-6.29692, -5.91796, -0.09329], [-2.76074, -5.40004, 2.36732], [-3.92113, -6.86260, 2.49676], [-3.94992, -5.55272, 3.79295], [-4.83353, -1.25895, 0.27411], [-3.31003, -0.39104, 0.82492], [-3.52275, -2.93266, 3.04261], [5.75264, 1.70954, -0.02671], [4.81361, 0.63885, -0.55878], [4.01901, 1.14324, -1.75280], [3.91336, 0.24029, 0.47570], [5.19229, 2.58749, 0.31067], [6.30853, 1.33742, 0.83821], [6.46631, 2.02435, -0.79207], [5.38996, -0.24501, -0.84702], [3.39886, 2.00155, -1.47518], [3.33968, 0.36712, -2.11785], [4.68072, 1.44134, -2.56986], [3.39930, 1.01599, 0.73756], [0.49304, 5.34802, -1.18769], [1.73777, 4.58787, -0.75743], [2.69337, 5.48313, 0.01480], [2.40030, 4.07057, -1.91069], [0.75383, 6.18103, -1.84772], [-0.17967, 4.69564, -1.75184], [-0.04664, 5.74346, -0.32318], [1.45045, 3.73354, -0.13648], [3.02925, 6.32160, -0.60644], [3.58885, 4.92684, 0.30819], [2.21934, 5.88300, 0.91550], [2.65820, 4.81853, -2.46651], [-1.81886, -5.63136, -4.73374], [-1.28303, -6.91174, -4.11291], [-2.16337, -8.10310, -4.45375], [-1.21805, -6.76016, -2.69356], [-2.82195, -5.40474, -4.35703], [-1.18259, -4.78145, -4.47091], [-1.86494, -5.70986, -5.82249], [-0.26507, -7.09377, -4.46739], [-3.17831, -7.96190, -4.06748], [-1.77299, -9.01365, -3.99172], [-2.21972, -8.25568, -5.53415], [-2.11498, -6.59854, -2.36960], [-1.31695, 1.15594, 6.17252], [-1.69646, 2.53351, 5.65194], [-2.81444, 3.14875, 6.47866], [-2.11474, 2.42792, 4.29231], [-2.16838, 0.46989, 6.11791], [-0.52045, 0.72100, 5.56219], [-0.97522, 1.20605, 7.20957], [-0.82094, 3.18826, 5.67279], [-3.71750, 2.53128, 6.43479], [-3.08474, 4.13281, 6.08664], [-2.51754, 3.25846, 7.52483], [-2.88960, 1.84983, 4.26293], [4.85213, 9.33617, -2.32310], [3.91267, 8.26483, -2.85345], [3.11739, 8.76773, -4.04799], [3.01329, 7.86695, -1.81767], [4.29217, 10.21442, -1.98615], [5.40857, 8.96494, -1.45827], [5.56532, 9.65021, -3.08927], [4.48873, 7.38069, -3.14126], [2.49750, 9.62640, -3.77065], [2.43822, 7.99165, -4.41163], [3.77873, 9.06481, -4.86568], [2.49855, 8.64260, -1.55545]], "homo_lumo_gap_ev": 7.590, "total_charge": 1, "relative_energy_kcal_mol": 97.3, "largest_force_ha_per_bohr": 0.1366}

---

Record 3
{"formula": "C14H21As2F3I2O2Rh", "method": "the ωB97M-V functional and the def2-TZVPD basis", "species": ["Rh", "C", "As", "C", "C", "C", "C", "C", "C", "C", "As", "C", "C", "H", "H", "H", "H", "H", "H", "H", "H", "H", "H", "H", "H", "H", "H", "H", "H", "I", "C", "I", "H", "H", "C", "C", "O", "O", "H", "H", "H", "F", "C", "F", "F"], "xyz": [[-0.30490, -0.39762, 0.21620], [0.94406, -0.08647, -3.14521], [-0.18122, -1.13647, -1.97939], [-1.82040, -1.21085, -2.99666], [0.54510, -2.90919, -1.93592], [0.32490, -3.85793, -2.92456], [0.89910, -5.11331, -2.79023], [1.68665, -5.40296, -1.68401], [1.90567, -4.44546, -0.70314], [1.32730, -3.18692, -0.81662], [1.66032, -1.72397, 0.46551], [3.37204, -1.22121, -0.28699], [1.99018, -2.67424, 2.10711], [1.00272, -0.62555, -4.09049], [1.93601, 0.03428, -2.72338], [0.50603, 0.89740, -3.30260], [-1.56330, -1.43517, -4.03124], [-2.32170, -0.24410, -2.97323], [-2.47387, -1.97390, -2.58785], [-0.29735, -3.64268, -3.78463], [0.72776, -5.86793, -3.54572], [2.12975, -6.38494, -1.58453], [2.52478, -4.69556, 0.15049], [3.90967, -2.15302, -0.45653], [3.90907, -0.58259, 0.40619], [3.23929, -0.71266, -1.23674], [1.42177, -3.59842, 2.10859], [1.69976, -2.04043, 2.93856], [3.05974, -2.87154, 2.16511], [-0.95663, 0.76795, 2.86090], [-2.77313, 1.33640, 1.93879], [-2.56614, 1.10794, -0.16204], [-2.97890, 2.37733, 2.15493], [-3.56640, 0.67748, 2.26853], [2.60573, 2.64687, 1.35425], [1.87001, 1.34812, 1.17154], [2.03750, 0.40756, 1.97789], [1.06327, 1.27804, 0.19057], [3.19086, 2.86456, 0.46045], [3.25404, 2.60853, 2.22387], [1.87947, 3.45243, 1.46227], [-0.86095, -2.96814, 1.29294], [-1.49800, -1.98668, 0.60166], [-2.53662, -1.61725, 1.41303], [-2.10532, -2.63090, -0.43545]], "homo_lumo_gap_ev": 8.311, "total_charge": 1, "relative_energy_kcal_mol": 8.5, "largest_force_ha_per_bohr": 0.0194}

---

Record 4
{"formula": "C2H3ClF2S", "method": "the ωB97M-V functional and the def2-TZVPD basis", "species": ["C", "C", "F", "F", "S", "Cl", "H", "H", "H"], "xyz": [[-0.79230, 0.06051, -0.57069], [1.35344, -0.24873, 0.16422], [1.26077, -1.07537, 1.26562], [1.85764, -1.02799, -0.84907], [-1.72860, 1.27300, 0.40271], [2.06424, 1.21036, 0.52455], [-0.50608, 0.43007, -1.58025], [-1.13682, -0.93134, -0.58817], [-2.37231, 0.30949, 1.23109]], "homo_lumo_gap_ev": 9.052, "total_charge": 0, "relative_energy_kcal_mol": 60.8, "largest_force_ha_per_bohr": 0.1102}